Record 1
{"formula": "C45H59As3N3NaOP", "method": "ωB97M-V/def2-TZVPD", "total_energy_ev": -250357.954, "homo_lumo_gap_ha": 0.304, "e_homo_ev": -10.41, "charge": 1, "e_above_lowest_kcal_mol": 0.8, "elements": ["Na", "C", "As", "C", "C", "C", "C", "C", "As", "C", "C", "C", "As", "C", "C", "H", "H", "H", "H", "H", "H", "H", "H", "H", "H", "H", "H", "H", "H", "H", "H", "H", "H", "H", "H", "H", "H", "H", "H", "H", "H", "H", "C", "C", "C", "C", "N", "C", "C", "C", "C", "C", "C", "N", "H", "H", "H", "H", "H", "H", "H", "H", "C", "C", "C", "C", "C", "O", "C", "N", "C", "C", "C", "C", "C", "C", "P", "C", "C", "C", "C", "C", "C", "C", "C", "C", "C", "C", "C", "H", "H", "H", "H", "H", "H", "H", "H", "H", "H", "H", "H", "H", "H", "H", "H", "H", "H", "H", "H", "H", "H", "H", "H"], "xyz": [[0.648, -0.218, -0.232], [3.053, 3.409, 0.380], [1.355, 2.576, -0.164], [1.479, 2.827, -2.108], [0.347, 4.180, 0.397], [-1.171, 4.343, 0.201], [-1.635, 5.383, 1.235], [-1.961, 3.066, 0.528], [-1.917, 1.448, -0.609], [-3.460, 0.665, 0.313], [-2.927, 1.999, -2.194], [-1.521, 4.841, -1.213], [-1.191, 6.751, -1.641], [-2.200, 6.691, -3.319], [0.573, 6.646, -2.500], [3.314, 4.219, -0.301], [3.865, 2.690, 0.424], [2.918, 3.826, 1.379], [1.774, 3.845, -2.350], [0.514, 2.610, -2.566], [2.207, 2.134, -2.530], [0.865, 5.033, -0.047], [0.560, 4.223, 1.470], [-1.565, 4.971, 2.244], [-2.672, 5.674, 1.057], [-1.027, 6.288, 1.195], [-3.019, 3.330, 0.611], [-1.655, 2.696, 1.514], [-4.304, 1.349, 0.220], [-3.234, 0.520, 1.368], [-3.726, -0.292, -0.127], [-3.702, 2.717, -1.927], [-3.397, 1.101, -2.597], [-2.284, 2.428, -2.960], [-2.603, 4.747, -1.348], [-1.053, 4.225, -1.984], [-3.264, 6.609, -3.104], [-1.890, 5.845, -3.935], [-2.032, 7.614, -3.871], [1.374, 6.637, -1.762], [0.693, 7.537, -3.115], [0.647, 5.770, -3.142], [5.449, 0.306, -0.587], [5.862, -0.940, -0.146], [4.998, -2.013, -0.271], [3.733, -1.812, -0.819], [3.307, -0.599, -1.172], [4.160, 0.419, -1.080], [2.798, -2.946, -1.122], [3.165, -4.270, -0.911], [2.329, -5.283, -1.353], [1.160, -4.944, -2.004], [0.856, -3.597, -2.135], [1.639, -2.615, -1.701], [6.101, 1.168, -0.549], [6.851, -1.082, 0.269], [5.319, -2.993, 0.045], [3.795, 1.377, -1.421], [4.097, -4.524, -0.430], [2.602, -6.319, -1.204], [0.484, -5.695, -2.386], [-0.072, -3.294, -2.610], [3.751, 0.628, 3.170], [2.650, -0.086, 2.391], [2.734, -1.605, 2.523], [1.275, 0.457, 2.797], [0.909, 0.266, 4.275], [-0.361, -0.411, 4.236], [-0.641, -0.657, 2.936], [0.180, -0.223, 2.067], [-1.899, -1.434, 2.760], [-2.783, -1.385, 3.843], [-3.945, -2.132, 3.857], [-4.207, -2.997, 2.808], [-3.331, -3.058, 1.739], [-2.202, -2.246, 1.651], [-1.119, -2.370, 0.147], [-2.196, -2.166, -1.336], [-3.503, -2.606, -1.552], [-4.128, -2.414, -2.776], [-3.456, -1.795, -3.823], [-2.160, -1.346, -3.630], [-1.550, -1.521, -2.395], [-0.825, -4.183, 0.200], [-1.500, -5.124, -0.570], [-1.198, -6.476, -0.453], [-0.218, -6.899, 0.431], [0.463, -5.965, 1.204], [0.160, -4.618, 1.087], [4.733, 0.286, 2.840], [3.680, 0.432, 4.243], [3.705, 1.709, 3.022], [2.786, 0.172, 1.334], [2.403, -1.947, 3.507], [3.762, -1.943, 2.388], [2.117, -2.106, 1.774], [1.245, 1.519, 2.537], [0.782, 1.199, 4.819], [1.609, -0.369, 4.817], [-2.540, -0.758, 4.688], [-4.619, -2.069, 4.701], [-5.080, -3.637, 2.828], [-3.509, -3.797, 0.971], [-4.065, -3.095, -0.771], [-5.144, -2.760, -2.914], [-3.945, -1.659, -4.778], [-1.627, -0.847, -4.429], [-0.553, -1.122, -2.244], [-2.254, -4.807, -1.280], [-1.732, -7.199, -1.057], [0.014, -7.952, 0.522], [1.227, -6.288, 1.899], [0.695, -3.894, 1.693]], "mulliken_charge": [0.79, -1.46, 1.01, -1.07, -2.01, 2.92, -2.42, -2.52, 0.91, -1.21, -1.55, -1.38, 0.29, -1.19, -1.10, 0.40, 0.29, 0.46, 0.21, 0.18, 0.52, 0.46, 0.71, 0.52, 0.46, 0.57, 0.71, 0.39, 0.70, 0.31, 0.11, 0.44, 0.52, 0.28, 0.74, 0.04, 0.34, 0.32, 0.42, 0.29, 0.47, 0.26, -0.90, -0.93, -0.35, 0.73, -0.08, -0.49, 0.65, -0.72, -1.05, -0.60, -0.28, 0.08, 0.47, 0.44, 0.41, 0.74, 0.29, 0.45, 0.63, 0.71, -1.89, 3.28, -1.49, -0.63, -0.71, -0.45, 0.11, 0.59, -0.26, -0.62, -0.88, -1.02, -0.93, 1.31, 1.12, 1.09, -0.16, -0.70, -0.89, -0.98, -0.90, 0.48, -0.19, -0.72, -0.67, -0.73, -0.67, 0.44, 0.38, 0.35, -1.66, 0.37, 0.58, -0.03, 0.31, 0.26, 0.37, 0.57, 0.44, 0.44, 0.50, 0.28, 0.47, 0.41, 0.48, 0.44, 0.29, 0.47, 0.41, 0.49, 0.12]}



Record 2
{"formula": "C22H24KN4O3S", "method": "ωB97M-V/def2-TZVPD", "total_energy_ev": -62451.567, "homo_lumo_gap_ha": [0.225, 0.209], "e_homo_ev": [-10.50, -10.08], "charge": 1, "e_above_lowest_kcal_mol": 167.6, "elements": ["C", "C", "H", "H", "C", "C", "H", "H", "C", "H", "H", "H", "C", "H", "H", "H", "K", "O", "C", "O", "C", "O", "N", "C", "C", "H", "H", "H", "H", "C", "C", "H", "H", "H", "N", "C", "C", "C", "C", "C", "C", "N", "C", "C", "C", "S", "C", "N", "H", "H", "H", "H", "H", "H", "H"], "xyz": [[-0.646, -2.063, -4.881], [-1.363, -0.974, -5.378], [-1.076, -2.829, -4.143], [0.507, -2.326, -5.015], [-1.842, 0.346, -4.990], [-1.888, 1.190, -3.803], [-1.746, 0.639, -2.879], [-0.949, 1.808, -3.812], [-1.804, -1.623, -6.689], [-1.439, -2.665, -6.704], [-1.373, -1.057, -7.490], [-2.869, -1.574, -6.703], [-2.485, 1.099, -6.120], [-3.494, 0.725, -6.359], [-1.899, 1.097, -7.032], [-2.577, 2.108, -5.725], [-0.825, 0.911, 1.964], [0.281, 0.085, -0.228], [1.105, 0.237, -1.116], [1.119, 2.415, 0.919], [1.739, 2.434, -0.142], [2.641, 3.393, -0.419], [1.662, 1.528, -1.268], [3.172, 3.192, -1.768], [2.419, 2.036, -2.387], [4.235, 2.939, -1.659], [3.041, 4.153, -2.284], [3.071, 1.260, -2.773], [1.784, 2.411, -3.202], [1.606, -1.078, -2.079], [0.705, -1.952, -1.722], [1.352, -0.461, -2.990], [-0.452, -1.678, -1.973], [0.494, -3.014, -2.242], [-0.176, -1.429, 6.040], [-0.034, -0.181, 6.669], [-0.072, 0.215, 7.978], [-0.042, 1.592, 8.259], [0.079, 2.540, 7.211], [0.141, 2.120, 5.881], [0.060, 0.759, 5.603], [-0.028, 0.078, 4.404], [-0.158, -1.237, 4.678], [-0.230, -2.298, 3.685], [-0.153, -3.671, 3.918], [-0.175, -4.550, 2.435], [-0.359, -3.040, 1.561], [-0.368, -1.971, 2.337], [-0.290, -2.318, 6.501], [-0.123, -0.546, 8.773], [-0.113, 1.954, 9.283], [0.126, 3.599, 7.462], [0.244, 2.819, 5.035], [-0.076, -4.127, 4.898], [-0.458, -3.021, 0.482]], "nbo_charge": [-0.38, -0.06, 0.19, 0.22, -0.05, -0.33, 0.16, 0.18, -0.63, 0.24, 0.23, 0.23, -0.65, 0.23, 0.22, 0.22, 0.96, -0.64, 0.68, -0.62, 0.92, -0.45, -0.51, -0.08, -0.25, 0.21, 0.22, 0.23, 0.21, -0.42, -0.27, 0.31, 0.27, 0.20, -0.54, 0.17, -0.26, -0.19, -0.21, -0.21, 0.07, -0.53, 0.37, 0.05, -0.41, 0.47, -0.12, -0.45, 0.42, 0.22, 0.23, 0.23, 0.22, 0.25, 0.23]}



Record 3
{"formula": "C31H30N10OReS3", "method": "ωB97M-V/def2-TZVPD", "spin_multiplicity": 4, "total_energy_ev": -84208.921, "homo_lumo_gap_ha": [0.250, 0.219], "s_squared": 3.7733, "e_homo_ev": [-13.00, -13.05], "charge": 2, "e_above_lowest_kcal_mol": 15.0, "elements": ["Re", "C", "C", "N", "N", "C", "S", "S", "C", "C", "C", "C", "C", "C", "C", "C", "C", "C", "C", "C", "C", "O", "H", "H", "H", "H", "H", "H", "H", "H", "H", "H", "H", "H", "H", "H", "N", "C", "N", "C", "N", "N", "C", "N", "C", "C", "C", "C", "C", "N", "H", "H", "H", "H", "H", "H", "H", "H", "N", "C", "S", "N", "C", "C", "C", "C", "C", "C", "H", "H", "H", "H", "H", "H", "H", "H"], "xyz": [[0.423, 0.105, -0.096], [-2.961, -2.651, 0.649], [-1.625, -2.103, 0.273], [-1.415, -0.809, 0.321], [-2.576, -0.046, 0.483], [-2.521, 1.102, -0.079], [-1.094, 1.742, -0.872], [-3.964, 2.104, -0.212], [-4.613, 2.056, 1.496], [-3.862, 2.933, 2.448], [-2.919, 2.395, 3.317], [-2.238, 3.218, 4.202], [-2.473, 4.585, 4.212], [-3.409, 5.128, 3.341], [-4.102, 4.304, 2.470], [-0.605, -2.964, -0.300], [-0.589, -4.351, -0.039], [0.190, -5.206, -0.775], [0.938, -4.703, -1.846], [0.949, -3.358, -2.128], [0.223, -2.465, -1.336], [0.322, -1.159, -1.604], [-3.652, -2.464, -0.178], [-3.368, -2.136, 1.516], [-2.921, -3.721, 0.813], [-4.650, 1.018, 1.818], [-5.637, 2.406, 1.363], [-2.759, 1.321, 3.332], [-1.546, 2.792, 4.914], [-1.949, 5.224, 4.911], [-3.611, 6.191, 3.354], [-4.844, 4.727, 1.804], [-1.197, -4.748, 0.762], [0.204, -6.262, -0.548], [1.521, -5.380, -2.456], [1.529, -2.954, -2.947], [-0.201, -0.768, 3.163], [0.319, 0.455, 3.082], [0.512, 1.112, 4.215], [1.109, 2.297, 4.131], [1.292, 3.001, 5.238], [1.595, 2.830, 2.973], [1.314, 2.149, 1.905], [0.633, 0.975, 1.853], [1.871, 2.613, 0.612], [2.458, 3.849, 0.456], [2.973, 4.187, -0.789], [2.900, 3.270, -1.824], [2.298, 2.046, -1.595], [1.793, 1.725, -0.398], [-0.350, -1.138, 4.089], [-0.189, -1.404, 2.385], [0.968, 2.639, 6.120], [1.763, 3.888, 5.198], [2.491, 4.523, 1.300], [3.423, 5.158, -0.947], [3.287, 3.496, -2.807], [2.201, 1.301, -2.375], [4.044, 0.411, 1.634], [3.901, -0.586, 0.763], [2.412, -1.423, 0.511], [4.947, -0.997, 0.064], [6.311, -0.578, 0.250], [6.922, -0.716, 1.490], [8.245, -0.325, 1.635], [8.949, 0.175, 0.548], [8.332, 0.289, -0.690], [7.005, -0.083, -0.843], [3.322, 0.580, 2.312], [4.951, 0.832, 1.781], [4.751, -1.671, -0.663], [6.385, -1.153, 2.323], [8.732, -0.435, 2.594], [9.985, 0.464, 0.664], [8.884, 0.668, -1.539], [6.514, 0.006, -1.804]], "mulliken_charge": [0.68, -1.50, 0.87, 0.29, -0.81, 0.36, -0.44, -0.05, -1.19, 0.68, -0.23, -0.54, -0.53, -0.64, -0.49, 0.76, -0.86, -1.03, -0.49, -0.49, 0.75, -0.79, 0.34, 0.34, 0.44, 0.40, 0.57, 0.33, 0.50, 0.42, 0.41, 0.43, 0.45, 0.45, 0.43, 0.50, -0.05, 0.20, -0.69, 0.17, -0.27, -0.65, -0.13, 0.77, 0.77, -0.47, -0.61, -0.83, -0.42, 0.20, 0.33, -0.02, 0.29, 0.25, 0.63, 0.51, 0.51, 0.61, -0.06, 0.21, -0.27, -0.03, 0.00, -0.07, -0.60, -0.50, -0.57, -0.52, 0.14, 0.31, 0.32, 0.51, 0.40, 0.41, 0.40, 0.44]}